DFT (wB97M-V/def2-TZVPD) results for 2 unconnected molecules or ions with the total composition C22H44F3N3O2 in a non-equilibrium geometry.

Positions of all 74 atoms, in Å:
C -5.54 -0.18 2.17
N -4.56 0.84 1.65
C -5.19 2.18 1.35
C -3.31 0.95 2.50
O -3.39 1.81 3.56
C -1.93 0.11 2.29
C -0.86 0.74 1.23
C -1.17 2.32 0.88
C -0.14 2.73 -0.38
C -0.97 2.81 -1.83
C -0.55 4.10 -2.75
N -0.95 5.43 -2.08
C -1.08 -0.17 -0.16
C -2.59 -0.05 -0.78
O -2.59 -0.67 -2.11
C -3.34 0.12 -3.10
C -4.96 0.26 -2.74
F -5.70 0.32 -4.03
F -5.43 -0.91 -1.95
F -5.27 1.56 -2.02
H -6.49 0.33 2.65
H -5.01 -0.95 2.89
H -5.96 -0.78 1.22
H -5.76 2.51 2.33
H -5.97 2.04 0.47
H -4.40 2.96 0.97
H -1.43 -0.04 3.37
H -2.25 -0.99 1.95
H -2.24 2.54 0.48
H -0.83 2.96 1.80
H 0.43 3.75 -0.16
H 0.70 1.93 -0.56
H -2.15 2.89 -1.67
H -0.81 1.77 -2.40
H 0.57 4.12 -3.08
H -1.22 4.05 -3.74
H -1.82 5.23 -1.50
H -1.30 6.05 -2.85
H -0.23 0.00 -0.95
H -0.96 -1.30 0.22
H -3.31 -0.69 -0.11
H -3.01 1.04 -0.90
H -3.20 -0.43 -4.16
H -2.90 1.20 -3.26
C 3.08 0.77 1.27
C 2.37 -0.43 1.85
C 3.18 -1.72 1.99
N 3.68 -2.40 0.68
C 4.12 -3.83 1.10
C 4.84 -4.58 -0.01
C 6.03 -3.79 -0.54
C 5.59 -2.41 -1.00
C 4.88 -1.64 0.11
C 2.53 -2.49 -0.33
H 3.09 0.74 0.17
H 2.54 1.69 1.54
H 4.10 0.86 1.64
H 1.44 -0.62 1.30
H 2.05 -0.16 2.87
H 2.55 -2.46 2.50
H 4.07 -1.56 2.62
H 4.78 -3.72 1.97
H 3.22 -4.38 1.41
H 5.19 -5.54 0.37
H 4.16 -4.81 -0.84
H 6.50 -4.33 -1.37
H 6.79 -3.69 0.25
H 4.95 -2.50 -1.88
H 6.47 -1.84 -1.32
H 4.52 -0.69 -0.30
H 5.57 -1.44 0.94
H 2.27 -1.48 -0.65
H 1.68 -2.97 0.17
H 2.85 -3.08 -1.19

The calculation puts the relative energy (zero: lowest compared OMol25 entry of this formula, charge and spin) at 7.637 eV. Its molar mass is 439.607 Da. The frontier orbital gap is 4.35 eV. The value obtained for the total energy is -40233.4813 eV. The strongest force on any atom comes out at 7.534 eV/A.

---

DFT (wB97M-V/def2-TZVPD) results for 5 unconnected molecules or ions with the total composition C4H17NO7 in a non-equilibrium geometry.

Positions of all 29 atoms, in Å:
C -0.42 -1.05 0.47
C 0.48 -0.73 1.75
C 1.92 -0.37 1.28
O 1.85 0.66 0.26
N 0.14 -2.13 -0.25
C -0.45 -3.38 -0.11
O -0.97 -3.77 1.08
O -0.52 -4.17 -1.01
H -0.41 -0.04 -0.05
H -1.50 -1.17 0.81
H 0.07 0.13 2.37
H 0.49 -1.69 2.37
H 2.77 -0.07 2.08
H 2.38 -1.21 0.66
H 1.63 1.63 0.61
H 0.37 -1.91 -1.31
H -0.51 -3.41 1.81
H 2.44 -0.25 -2.74
H 1.97 0.48 -1.44
O 1.78 0.01 -2.25
H -1.60 1.42 -2.73
H -0.18 1.46 -2.47
O -0.95 1.92 -2.20
H -0.28 4.18 0.78
H -1.46 3.38 1.44
O -0.54 3.36 1.01
H -2.07 2.20 -0.94
H -3.58 2.23 -0.94
O -2.84 2.30 -0.35

The calculation puts the relative energy (zero: lowest compared OMol25 entry of this formula, charge and spin) at 1.329 eV. Its molar mass is 191.180 Da. Its SMILES is O=C(O)NCCCO.O.O.O.O. The frontier orbital gap is 9.93 eV. The value obtained for the total energy is -20245.2370 eV. The strongest force on any atom comes out at 7.640 eV/A.

---

DFT (wB97M-V/def2-TZVPD) results for 3 unconnected molecules or ions with the total composition C12H23N5O5P.

Positions of all 46 atoms, in Å:
N 2.01 -2.67 -0.77
C 0.74 -2.24 -1.12
N -0.28 -3.14 -1.37
C -1.39 -2.49 -1.69
N -1.12 -1.19 -1.65
P -2.29 0.06 -1.98
O -1.64 1.26 -2.48
O -3.09 0.19 -0.62
O -3.26 -0.72 -2.95
C 0.23 -1.00 -1.31
C 0.91 0.34 -1.19
O 2.30 0.15 -1.35
O 2.93 0.57 -0.12
H 2.00 -3.56 -0.30
H 2.43 -2.01 -0.12
H -0.21 -4.14 -1.32
H -2.33 -2.94 -1.96
H -2.68 -0.21 0.16
H -4.18 -0.45 -2.83
H 0.55 1.02 -1.95
H 0.70 0.78 -0.21
H 3.64 -0.07 0.01
C 8.32 2.07 0.00
C 6.88 2.25 -0.46
C 5.90 2.45 0.71
C 5.89 1.29 1.60
N 5.85 0.35 2.25
H 8.43 1.17 0.62
H 8.98 1.96 -0.86
H 8.66 2.93 0.58
H 6.56 1.38 -1.04
H 6.80 3.12 -1.12
H 4.88 2.60 0.34
H 6.18 3.34 1.28
C -7.13 1.10 1.89
C -7.18 -0.32 1.37
C -6.42 -1.32 2.26
C -5.00 -0.98 2.37
N -3.90 -0.67 2.46
H -6.10 1.48 1.93
H -7.70 1.77 1.25
H -7.55 1.17 2.90
H -6.76 -0.36 0.36
H -8.21 -0.66 1.29
H -6.50 -2.33 1.87
H -6.85 -1.32 3.27

Its molar mass is 348.320 Da. The frontier orbital gap is 9.55 eV. The value obtained for the total energy is -39787.5651 eV. As for the total charge: +1. The strongest force on any atom comes out at 0.667 eV/A.

---

DFT (wB97M-V/def2-TZVPD) results for a molecular structure, C4H13NO2 in a non-equilibrium geometry.

Positions of all 20 atoms, in Å:
C 1.56 -0.99 0.83
C 2.24 -0.93 -0.54
O 1.30 0.25 1.37
H 0.77 1.13 0.66
H 2.18 -1.57 1.53
H 0.61 -1.56 0.71
H 2.47 -1.93 -0.91
H 3.16 -0.36 -0.48
H 1.58 -0.45 -1.27
C -1.79 0.38 -1.30
C -1.75 0.24 1.09
N -0.98 0.19 -0.13
O -0.01 1.79 -0.07
H 0.53 1.87 -0.87
H -1.12 -0.03 1.94
H -1.16 0.51 -2.17
H -2.50 1.21 -1.22
H -2.35 -0.56 -1.44
H -2.61 -0.43 1.00
H -2.13 1.25 1.26

The calculation puts the relative energy (zero: lowest compared OMol25 entry of this formula, charge and spin) at 4.659 eV. Its molar mass is 107.153 Da. The frontier orbital gap is 7.10 eV. The value obtained for the total energy is -9939.5375 eV. The strongest force on any atom comes out at 3.488 eV/A.

---

DFT (wB97M-V/def2-TZVPD) results for a molecular structure, C18H31KN3NbO in a non-equilibrium geometry.

Positions of all 55 atoms, in Å:
N 2.05 -0.34 0.03
C 3.12 -0.64 0.55
O 4.12 -0.94 1.09
K 0.78 0.69 -3.67
Nb 0.06 -0.10 -0.29
N -0.67 -1.47 -1.58
N -0.02 1.58 -1.42
C -0.42 -2.86 -1.12
C 0.56 2.99 -1.40
C 0.78 -3.38 -1.90
C -1.63 -3.75 -1.41
C -0.15 -2.85 0.37
C 0.16 3.74 -2.68
C 0.01 3.78 -0.20
C 2.07 2.84 -1.32
H 0.60 -3.34 -2.99
H 0.98 -4.43 -1.62
H 1.68 -2.79 -1.69
H -2.54 -3.34 -0.96
H -1.46 -4.74 -0.98
H -1.81 -3.90 -2.48
H 0.64 -2.11 0.64
H 0.24 -3.84 0.65
H -1.07 -2.68 0.94
H 0.53 3.27 -3.61
H 0.61 4.74 -2.65
H -0.93 3.87 -2.75
H -1.06 4.00 -0.30
H 0.51 4.76 -0.16
H 0.18 3.28 0.76
H 2.38 2.14 -0.53
H 2.52 3.83 -1.11
H 2.50 2.50 -2.28
C -1.51 1.51 -1.42
H -1.86 0.56 -0.93
H -1.93 2.36 -0.87
H -1.92 1.51 -2.45
C -1.23 -1.36 -2.96
H -2.05 -2.07 -3.08
H -1.69 -0.37 -3.17
H -0.48 -1.63 -3.74
C -0.97 0.23 1.62
C -0.42 0.02 3.03
C 0.90 -0.36 3.27
C 1.38 -0.56 4.57
C 0.53 -0.35 5.66
C -0.80 0.04 5.44
C -1.27 0.22 4.14
H -1.84 -0.42 1.44
H -1.30 1.28 1.47
H 1.58 -0.49 2.43
H 2.42 -0.87 4.72
H 0.91 -0.49 6.67
H -1.46 0.21 6.30
H -2.30 0.52 3.97

The calculation puts the relative energy (zero: lowest compared OMol25 entry of this formula, charge and spin) at 0.005 eV. Its molar mass is 437.470 Da. The frontier orbital gap is 6.03 eV. The value obtained for the total energy is -43548.0457 eV. As for the total charge: +2. The strongest force on any atom comes out at 2.744 eV/A.

---

DFT (wB97M-V/def2-TZVPD) results for a molecular structure, C53H45N2O2PtS5.

Positions of all 108 atoms, in Å:
Pt -0.44 -0.07 1.48
C -0.12 -3.92 -4.51
C -1.23 -3.48 -3.54
C -2.50 -4.31 -3.81
C -1.56 -2.02 -3.81
C -0.76 -3.72 -2.11
C -0.39 -5.03 -1.74
C 0.00 -5.33 -0.46
C 0.03 -4.31 0.48
S 0.50 -4.42 2.14
C 0.20 -2.74 2.32
N -0.26 -2.12 1.24
C -0.33 -3.00 0.15
C -0.72 -2.71 -1.16
C 0.47 -1.95 3.48
C 0.87 -2.50 4.70
C 1.13 -1.67 5.76
C 0.99 -0.29 5.59
C 0.60 0.24 4.37
C 0.32 -0.56 3.27
H -0.38 -3.65 -5.54
H 0.03 -5.00 -4.49
H 0.83 -3.45 -4.26
H -2.82 -4.19 -4.84
H -3.31 -3.99 -3.15
H -2.33 -5.37 -3.63
H -1.87 -1.90 -4.85
H -0.71 -1.37 -3.64
H -2.39 -1.67 -3.18
H -0.42 -5.82 -2.47
H 0.28 -6.34 -0.19
H -1.01 -1.70 -1.40
H 0.97 -3.57 4.80
H 1.44 -2.07 6.72
H 1.19 0.38 6.41
H 0.49 1.31 4.30
S -3.89 0.63 -1.89
C -4.33 -0.44 -0.62
C -5.57 -1.03 -0.39
C -5.71 -1.82 0.73
C -4.63 -2.02 1.60
C -3.41 -1.44 1.37
C -3.24 -0.64 0.23
N -2.07 0.02 -0.16
C -2.28 0.76 -1.23
C -1.34 1.63 -1.99
C -1.95 2.63 -2.77
C -1.24 3.50 -3.59
C 0.13 3.45 -3.61
C 0.78 2.50 -2.84
C 0.06 1.59 -2.07
H -6.41 -0.85 -1.06
H -6.66 -2.29 0.94
H -4.77 -2.63 2.48
H -2.59 -1.56 2.06
H -3.02 2.75 -2.72
H -1.78 4.23 -4.17
H 0.71 4.14 -4.20
H 1.86 2.49 -2.78
O -0.46 1.93 1.35
C -0.57 3.02 2.25
C 0.82 3.55 2.59
C 1.26 4.84 2.59
C 2.64 4.97 2.91
C 3.23 3.77 3.12
S 2.12 2.48 2.96
C -1.34 4.14 1.57
C -2.36 4.90 2.05
C -2.80 5.89 1.12
C -2.09 5.86 -0.04
S -0.89 4.64 0.00
C -1.34 2.68 3.51
C -1.19 3.20 4.76
C -2.17 2.72 5.68
C -3.05 1.87 5.09
S -2.70 1.64 3.43
H 0.61 5.68 2.39
H 3.16 5.92 2.96
H 4.26 3.57 3.39
H -2.79 4.77 3.03
H -3.60 6.59 1.32
H -2.21 6.49 -0.90
H -0.40 3.89 5.01
H -2.21 3.00 6.72
H -3.88 1.35 5.55
C 7.13 -1.26 -1.49
C 5.66 -1.02 -1.64
C 5.04 -1.18 -2.89
C 3.70 -0.95 -3.06
C 3.11 -1.15 -4.43
C 2.93 -0.49 -1.93
C 1.67 0.00 -2.22
O 0.86 0.63 -1.42
C 3.54 -0.41 -0.63
C 2.74 -0.16 0.58
C 4.89 -0.65 -0.53
H 7.61 -1.45 -2.44
H 7.29 -2.11 -0.83
H 7.60 -0.39 -1.02
H 5.64 -1.50 -3.73
H 3.87 -1.54 -5.10
H 2.75 -0.21 -4.87
H 2.27 -1.85 -4.41
H 1.32 -0.10 -3.24
H 1.96 -0.92 0.67
H 2.21 0.80 0.56
H 3.35 -0.19 1.47
H 5.37 -0.57 0.44

The calculation puts the relative energy (zero: lowest compared OMol25 entry of this formula, charge and spin) at 2.218 eV. Its molar mass is 1097.368 Da. The frontier orbital gap is 5.33 eV. The value obtained for the total energy is -120184.5895 eV. As for the total charge: +1. The strongest force on any atom comes out at 0.785 eV/A.